ORCA calculation (ωB97M-V/def2-TZVPD) on a molecular structure, C13H13N4S6V in a non-equilibrium geometry.

Last column: Mulliken charge in e.
Positions of all 37 atoms, in Å:
V1 0.603 0.556 -1.530  0.672
C1 -2.774 -0.127 3.474  -1.128
C2 -2.959 -0.553 2.018  -0.429
N1 -2.726 0.536 1.090  -0.206
C3 -1.528 0.750 0.524  0.269
S1 -1.555 1.207 -1.300  0.023
N2 -0.394 0.566 1.070  -0.599
N3 0.700 0.666 0.287  0.219
C4 1.914 0.656 0.878  0.171
C5 2.080 0.799 2.363  -1.316
C6 2.926 0.441 -0.057  0.258
C7 4.322 0.385 0.174  -0.848
C8 5.163 0.082 -0.859  -0.270
C9 4.622 -0.158 -2.139  -0.854
C10 3.265 -0.066 -2.314  -0.137
N4 2.408 0.238 -1.330  -0.137
H1 -2.969 -0.968 4.136  0.365
H2 -3.466 0.675 3.719  0.302
H3 -1.755 0.215 3.635  0.235
H4 -3.978 -0.917 1.862  0.402
H5 -2.257 -1.361 1.784  0.295
H6 -3.514 0.895 0.566  0.360
H7 1.134 1.128 2.788  0.377
H8 2.850 1.533 2.599  0.376
H9 2.358 -0.154 2.819  0.214
H10 4.691 0.571 1.173  0.307
H11 6.229 0.021 -0.708  0.402
H12 5.259 -0.418 -2.971  0.366
H13 2.813 -0.250 -3.284  0.258
S2 -5.595 -2.640 -3.168  -0.289
C11 -4.187 -1.872 -2.816  0.103
S3 -2.679 -2.260 -3.607  -0.128
C12 -1.690 -1.038 -2.798  0.364
C13 -2.326 -0.326 -1.821  -0.094
S4 -2.869 2.651 -1.403  -0.279
S5 -4.041 -0.648 -1.573  -0.080
S6 -0.077 -0.816 -3.280  -0.545

As for the multiplicity: 2. The value obtained for the orbital gap (alpha / beta) is 5.296 / 5.154 eV. The total charge is -1. The value obtained for the HOMO energy (alpha / beta) is -2.9 / -2.8 eV. For the relative energy (zero: lowest compared OMol25 entry of this formula, charge and spin), the calculation gives 488.5 kJ/mol.